Record 1
The following is a quantum chemistry calculation of a molecular structure, C6H7N in a non-equilibrium geometry, from the OMol25 dataset.

```
14
Properties=species:S:1:pos:R:3:forces:R:3:mulliken_charge:R:1
N 0.416 -0.046 -0.589 -1.9 2.6 -0.1 -0.054
C -1.823 0.875 -0.174 -1.4 -0.9 0.3 -0.994
C -1.372 -1.450 0.202 0.4 2.0 0.0 -1.307
C 1.387 -0.926 -0.357 1.8 -2.4 0.4 -0.022
C -0.939 -0.182 -0.062 1.1 0.1 -1.7 1.072
C 1.385 0.950 0.082 1.2 -0.1 -1.7 -0.275
C 2.380 -0.215 0.170 0.8 -0.2 -0.1 -0.647
H -1.663 1.819 -0.673 0.2 0.0 0.2 0.340
H -2.858 0.511 0.040 0.8 1.1 -0.1 0.243
H 3.457 -0.356 0.374 -1.1 0.3 -0.2 0.329
H 0.894 1.040 1.002 -0.3 1.5 1.5 0.319
H -0.699 -2.206 0.133 1.7 -2.3 -0.1 0.388
H -2.362 -1.651 0.386 -2.1 -0.4 0.5 0.352
H 1.797 1.837 -0.532 -1.3 -1.2 1.0 0.257
```
Forces are in eV/Å.

Its spin multiplicity is 1. The value obtained for the max |F| is 0.0623 hartree/bohr. The HOMO-LUMO gap (spin up / spin down) is 0.2827 / 0.2898 Eh. The value obtained for the HOMO energy (spin up / spin down) is -0.29469 / -0.30482 Ha. As for the total energy: -287.32467 Ha. The LUMO energy (spin up / spin down) is -0.3 / -0.4 eV.

Record 2
The following is a quantum chemistry calculation of 2 unconnected molecules or ions with the total composition C6H7N in a non-equilibrium geometry, from the OMol25 dataset.

```
14
Properties=species:S:1:pos:R:3:forces:R:3:mulliken_charge:R:1
N -2.712 -3.163 0.184 -0.5 2.2 0.5 -0.534
C 0.951 2.069 -0.467 -1.6 1.5 3.7 -0.334
C 2.045 1.164 -0.515 1.1 -0.1 -1.6 -0.350
C -1.276 -1.287 1.074 1.1 3.2 0.7 -0.814
C 0.287 0.080 0.637 -2.3 -2.4 2.6 -0.807
C -2.118 -2.211 0.726 0.7 -3.1 -2.2 0.750
C 0.522 0.577 -0.612 0.7 0.3 -1.6 0.151
H 2.466 1.228 -1.555 0.1 -0.8 1.3 0.237
H 0.717 2.846 -1.184 0.0 -0.7 -0.5 0.289
H -2.756 -4.153 0.387 0.7 0.3 0.5 0.257
H -1.582 -0.726 1.971 0.4 -0.2 -0.4 0.209
H 0.604 2.378 0.571 0.8 0.0 -1.4 0.246
H 2.719 0.917 0.347 -1.1 0.2 -1.1 0.272
H 0.133 0.282 -1.563 0.0 -0.3 -0.5 0.428
```
Forces are in eV/Å.

Its spin multiplicity is 1. The value obtained for the max |F| is 0.0827 hartree/bohr. The HOMO-LUMO gap is 0.2858 Eh. The value obtained for the HOMO energy is -0.29321 Ha. As for the total energy: -287.25845 Ha. The LUMO energy is -0.2 eV.

Record 3
The following is a quantum chemistry calculation of a single C6H7N molecule in a non-equilibrium geometry, from the OMol25 dataset.

```
14
Properties=species:S:1:pos:R:3:forces:R:3:mulliken_charge:R:1
N -0.233 -2.556 -0.302 0.3 0.7 0.3 -0.724
C -0.531 -0.239 0.929 -0.3 0.1 0.3 -0.234
C 1.087 0.660 -0.634 -0.2 0.1 0.0 -0.363
C -0.043 1.344 -0.808 0.1 0.0 0.0 -0.415
C 0.937 -0.389 0.420 0.1 0.2 0.3 -0.489
C -1.169 0.859 0.084 -0.1 0.2 0.1 -0.656
C -0.129 -1.422 0.236 0.9 0.4 -0.1 0.309
H -1.999 0.460 -0.512 0.1 0.1 0.1 0.277
H -0.684 -0.303 1.998 -0.3 0.1 0.0 0.411
H 1.745 -0.545 1.132 -0.2 -0.1 -0.1 0.436
H -1.567 1.641 0.733 0.0 0.1 -0.2 0.323
H 0.743 -2.517 -0.594 0.1 -1.8 -0.9 0.323
H 2.019 0.851 -1.163 -0.2 -0.1 0.1 0.423
H -0.176 2.154 -1.517 0.0 -0.1 0.0 0.378
```
Forces are in eV/Å.

Its spin multiplicity is 1. The value obtained for the max |F| is 0.0387 hartree/bohr. The HOMO-LUMO gap is 0.3524 Eh. The value obtained for the HOMO energy is -0.31799 Ha. The SMILES is [H]/N=C1\[C@H]2C=CC[C@@H]12. As for the total energy: -287.48068 Ha. The LUMO energy is 0.9 eV.

Record 4
The following is a quantum chemistry calculation of a single C6H7N molecule in a non-equilibrium geometry, from the OMol25 dataset.

```
14
Properties=species:S:1:pos:R:3:forces:R:3:mulliken_charge:R:1
N -0.677 3.093 -0.849 0.2 -1.2 0.2 -0.466
C -1.205 -0.348 0.150 0.0 0.1 0.0 -0.738
C -0.165 0.806 0.323 0.0 0.1 0.1 0.488
C 1.246 0.178 0.078 0.0 0.1 0.0 -0.740
C -0.447 2.041 -0.422 -0.2 0.9 -0.6 -0.106
C -0.355 -1.553 -0.192 0.2 0.2 0.0 -0.322
C 0.947 -1.273 -0.231 -0.2 0.1 0.0 -0.321
H -0.793 -2.531 -0.392 0.1 0.3 0.1 0.385
H -0.224 1.216 1.325 0.1 -0.4 0.5 0.179
H 1.878 0.292 0.971 -0.2 -0.1 -0.2 0.274
H 1.736 -1.986 -0.470 -0.2 0.2 0.1 0.385
H -1.940 -0.119 -0.630 0.1 -0.1 0.0 0.354
H -1.778 -0.493 1.079 0.2 0.0 -0.2 0.274
H 1.776 0.680 -0.738 -0.1 -0.1 0.1 0.353
```
Forces are in eV/Å.

Its spin multiplicity is 1. The value obtained for the max |F| is 0.0241 hartree/bohr. The HOMO-LUMO gap is 0.3903 Eh. The value obtained for the HOMO energy is -0.35928 Ha. The SMILES is N#CC1CC=CC1. As for the total energy: -287.55173 Ha. The LUMO energy is 0.8 eV.

Record 5
The following is a quantum chemistry calculation of a molecular structure, C6H7N in a non-equilibrium geometry, from the OMol25 dataset.

```
14
Properties=species:S:1:pos:R:3:forces:R:3:mulliken_charge:R:1
N 0.162 -0.804 1.045 0.2 -0.1 -0.5 -0.380
C -1.077 0.578 -0.487 -1.1 -0.7 -0.3 -0.455
C -0.434 0.597 0.891 -0.2 0.1 -0.4 -0.026
C -0.433 -0.568 -1.192 1.0 -0.3 -0.3 -0.345
C 1.422 -0.156 0.765 0.7 0.6 0.9 -0.407
C 0.968 1.098 0.692 0.4 0.1 0.5 -0.317
C 0.054 -1.400 -0.277 -0.6 -0.5 -0.5 -0.703
H -1.233 1.560 -0.950 0.2 -0.5 -0.1 0.410
H 0.399 -2.416 -0.375 0.1 0.0 -0.2 0.460
H -0.558 -0.691 -2.254 0.1 -0.4 -0.1 0.461
H -1.048 0.947 1.738 0.2 -0.2 -0.4 0.313
H 2.337 -0.716 0.606 0.0 0.3 0.0 0.404
H -1.964 -0.087 -0.570 -1.2 1.7 1.1 0.219
H 1.361 2.057 0.385 0.1 -0.1 0.2 0.367
```
Forces are in eV/Å.

Its spin multiplicity is 1. The value obtained for the max |F| is 0.0447 hartree/bohr. The HOMO-LUMO gap is 0.3503 Eh. The value obtained for the HOMO energy is -0.30929 Ha. As for the total energy: -287.44331 Ha. The LUMO energy is 1.1 eV.

Record 6
The following is a quantum chemistry calculation of a single C6H7N molecule in a non-equilibrium geometry, from the OMol25 dataset.

```
14
Properties=species:S:1:pos:R:3:forces:R:3:mulliken_charge:R:1
N 1.499 -1.193 0.680 1.2 -1.6 0.7 -0.053
C -0.833 1.280 -0.609 -1.6 0.5 2.4 -0.349
C -0.197 -1.266 -0.735 2.6 -1.1 -0.1 -0.752
C -0.136 0.065 -0.165 0.3 -1.8 -0.7 0.434
C 0.920 -2.047 -0.226 -3.3 4.6 0.0 -0.402
C -1.529 2.100 0.223 0.5 -0.1 -2.0 -0.691
C 0.879 0.023 0.751 -0.1 0.1 -0.1 -0.469
H 1.307 -3.007 -0.363 0.2 -1.2 -0.3 0.422
H -1.601 1.946 1.279 0.0 -0.2 0.4 0.303
H -0.869 1.473 -1.651 0.1 0.1 -0.9 0.315
H -0.739 -1.590 -1.605 -0.5 0.1 0.0 0.373
H 1.096 0.850 1.396 0.7 -0.1 0.3 0.405
H -2.073 2.975 -0.190 0.5 -0.6 0.3 0.240
H 2.275 -1.610 1.214 -0.7 1.3 0.0 0.224
```
Forces are in eV/Å.

Its spin multiplicity is 1. The value obtained for the max |F| is 0.1110 hartree/bohr. The HOMO-LUMO gap is 0.3368 Eh. The value obtained for the HOMO energy is -0.29990 Ha. The SMILES is C=Cc1cc[nH]c1. As for the total energy: -287.53185 Ha. The LUMO energy is 1.0 eV.

Record 7
The following is a quantum chemistry calculation of a gas-phase ion, C6H7N2O2 (charge +1) in a non-equilibrium geometry, from the OMol25 dataset.

```
17
Properties=species:S:1:pos:R:3:forces:R:3:mulliken_charge:R:1
O 0.518 -0.477 2.155 -0.7 0.4 -0.7 -0.389
O 2.698 1.366 1.515 -1.1 0.0 -0.1 -0.421
N -2.520 -1.275 0.924 1.5 1.5 -0.9 -0.539
N 1.012 0.518 -1.468 -0.9 0.6 2.0 -0.109
C -1.210 -0.855 0.439 -2.2 0.1 -0.9 0.757
C 1.291 1.139 -0.396 0.1 -1.1 -0.6 0.462
C 1.755 1.785 0.628 1.7 -1.9 0.1 -0.327
C -1.107 -0.640 -0.996 2.1 0.5 1.4 -0.637
C -0.308 -0.502 1.329 1.7 -0.5 1.2 0.396
C -0.173 -0.144 -1.813 0.3 0.1 3.0 -0.438
H -2.544 -1.794 1.773 0.0 -0.6 0.2 0.257
H 1.633 0.575 -2.225 1.4 0.4 -1.3 0.278
H 1.436 2.767 0.670 -0.4 2.2 0.6 0.364
H 2.590 0.426 1.771 0.0 0.5 -0.3 0.363
H -0.233 -0.258 -2.812 -0.4 -0.3 -3.1 0.469
H -1.834 -1.012 -1.620 -2.2 -1.2 -0.7 0.292
H -3.006 -1.619 0.126 -0.7 -0.7 0.1 0.223
```
Forces are in eV/Å.

Its spin multiplicity is 1. The value obtained for the max |F| is 0.0615 hartree/bohr. The HOMO-LUMO gap (spin up / spin down) is 0.2498 / 0.2498 Eh. The value obtained for the HOMO energy (spin up / spin down) is -0.44195 / -0.44196 Ha. As for the total charge: +1. As for the total energy: -492.40851 Ha. The LUMO energy (spin up / spin down) is -5.2 / -5.2 eV.

Record 8
The following is a quantum chemistry calculation of a molecular structure, C6H7N2O3S in a non-equilibrium geometry, from the OMol25 dataset.

```
19
Properties=species:S:1:pos:R:3:forces:R:3:mulliken_charge:R:1
S 0.428 -1.247 0.400 -0.5 3.9 -2.7 1.403
O -3.806 -2.049 -0.130 1.2 0.8 -0.1 -0.763
O -1.543 -2.141 -0.001 -0.4 -1.6 -0.8 -0.681
O 0.340 -1.927 1.635 0.1 -1.3 2.2 -0.720
N -2.257 2.113 0.681 1.5 -3.4 -1.2 0.076
N -0.957 1.653 0.762 -0.4 0.4 -0.2 -0.689
C -1.097 0.395 0.470 2.4 -3.4 0.6 0.270
C -2.402 -0.105 0.343 0.3 0.8 -1.3 0.150
C 1.028 -1.961 -1.041 -1.2 -0.6 2.9 -1.137
C 1.639 0.049 0.608 1.0 -0.6 1.3 -1.051
C -2.657 -1.571 -0.002 -0.9 0.4 0.8 0.470
C -3.070 1.071 0.347 -2.8 1.2 1.0 -0.639
H 2.312 -0.238 1.431 -0.1 -0.1 -0.3 0.296
H 0.172 -2.395 -1.463 -0.9 -1.4 -0.8 0.395
H -2.457 2.993 0.999 -0.7 2.3 0.6 0.165
H 1.098 0.905 0.936 -0.1 0.8 0.1 0.375
H 2.215 0.236 -0.275 0.2 0.1 -0.5 0.336
H 1.274 -1.147 -1.615 1.1 2.1 -1.4 0.297
H -4.139 1.295 0.256 0.4 -0.3 0.0 0.446
```
Forces are in eV/Å.

Its spin multiplicity is 1. The value obtained for the max |F| is 0.0926 hartree/bohr. The HOMO-LUMO gap is 0.2936 Eh. The value obtained for the HOMO energy is -0.16923 Ha. As for the total charge: -1. As for the total energy: -966.13235 Ha. The LUMO energy is 3.4 eV.

Record 9
The following is a quantum chemistry calculation of a single C6H7N2P molecule in a non-equilibrium geometry, from the OMol25 dataset.

```
16
Properties=species:S:1:pos:R:3:forces:R:3:mulliken_charge:R:1
P 2.461 2.668 -1.554 -1.2 -0.5 -1.3 -0.031
N 1.281 1.859 -0.554 -0.5 -1.8 -0.6 -0.190
N 1.104 0.671 -0.956 2.3 1.8 -1.2 -0.306
C -1.142 -2.127 -0.124 1.0 4.0 2.4 -0.505
C -0.134 -1.402 -0.740 0.5 0.9 0.2 -0.323
C -1.765 -1.583 1.015 0.2 -0.6 -1.3 -0.426
C -0.431 0.464 0.878 -0.7 -1.0 -1.0 -0.140
C 0.268 -0.113 -0.239 -3.0 -0.9 1.6 0.378
C -1.456 -0.266 1.405 -2.3 -1.3 2.6 -0.318
H -1.461 -2.978 -0.547 -1.0 -3.1 -1.2 0.470
H -0.431 1.483 1.238 1.0 0.0 -0.4 0.376
H 2.640 3.572 -0.570 0.9 1.1 1.0 0.059
H -2.144 0.129 2.248 1.5 -0.3 -1.4 0.221
H -2.531 -2.238 1.452 0.2 0.9 0.2 0.325
H 0.259 -1.900 -1.633 0.4 0.9 0.2 0.340
H 3.484 1.761 -1.319 0.6 0.0 0.3 0.071
```
Forces are in eV/Å.

Its spin multiplicity is 1. The value obtained for the max |F| is 0.0929 hartree/bohr. The HOMO-LUMO gap is 0.2936 Eh. The value obtained for the HOMO energy is -0.31310 Ha. The SMILES is P/N=N/c1ccccc1. As for the total energy: -683.59688 Ha. The LUMO energy is -0.5 eV.

Record 10
The following is a quantum chemistry calculation of a single C6H7N3 molecule in a non-equilibrium geometry, from the OMol25 dataset.

```
16
Properties=species:S:1:pos:R:3:forces:R:3:mulliken_charge:R:1
N -0.861 -2.346 -0.012 1.5 -1.8 0.1 -0.659
N 0.730 2.339 0.141 0.2 1.3 -0.5 -0.537
N -1.818 -0.209 0.072 0.0 -0.1 -0.4 -0.060
C 1.758 -0.499 -0.022 -3.0 1.1 -0.2 -0.954
C -0.667 -0.946 0.019 -0.8 -0.1 -0.2 0.080
C 2.865 -0.867 0.096 3.5 -1.2 -0.3 0.289
C 0.408 -0.090 -0.120 -0.9 0.2 1.3 0.042
C -1.528 1.140 -0.009 1.2 1.8 0.0 -0.802
C -0.136 1.263 -0.004 -1.4 -2.3 -0.2 0.445
H 0.327 3.184 0.515 -0.5 -0.1 0.6 0.273
H 0.973 2.642 -0.783 0.8 0.1 -0.6 0.284
H -0.063 -2.841 -0.477 -1.0 0.9 0.4 0.289
H -2.690 -0.698 -0.087 0.1 0.5 0.1 0.280
H -0.962 -2.887 0.883 0.0 1.4 -0.8 0.241
H 3.865 -1.215 -0.047 -0.2 0.1 0.3 0.460
H -2.202 2.029 -0.166 0.3 -1.7 0.6 0.328
```
Forces are in eV/Å.

Its spin multiplicity is 1. The value obtained for the max |F| is 0.0723 hartree/bohr. The HOMO-LUMO gap is 0.3164 Eh. The value obtained for the HOMO energy is -0.28162 Ha. The SMILES is C#Cc1c(N)c[nH]c1N. As for the total energy: -397.01558 Ha. The LUMO energy is 0.9 eV.

Record 11
The following is a quantum chemistry calculation of a single C6H7N3 molecule in a non-equilibrium geometry, from the OMol25 dataset.

```
16
Properties=species:S:1:pos:R:3:forces:R:3:mulliken_charge:R:1
N 3.260 -1.756 -0.013 0.0 -1.0 0.3 -0.616
N -0.745 -0.239 0.058 -0.8 1.4 0.0 -0.109
N -1.642 -2.455 0.009 0.4 -1.4 0.4 -0.616
C 1.421 1.562 -0.024 0.6 1.3 -0.9 -0.246
C 2.490 -0.795 -0.064 1.0 -0.5 1.0 0.681
C -1.736 -1.222 -0.161 3.5 0.2 1.8 0.151
C -1.001 1.123 0.021 1.7 0.1 -1.0 0.062
C 1.875 0.312 -0.008 0.5 0.4 -0.5 -0.441
C 0.084 1.999 0.103 -1.4 -3.4 0.5 -0.742
H -1.934 1.482 -0.420 -0.1 -0.3 0.8 0.306
H 3.071 -2.665 0.474 -0.3 1.4 -0.8 0.256
H -2.636 -0.762 -0.221 -3.0 1.1 -1.1 0.323
H 1.993 2.486 -0.386 0.2 -1.7 0.6 0.242
H 0.043 3.006 0.221 -1.1 2.8 -0.1 0.450
H -0.733 -2.817 0.366 -0.6 0.6 -0.7 0.231
H 0.228 -0.388 0.349 -0.4 -0.9 -0.2 0.069
```
Forces are in eV/Å.

Its spin multiplicity is 1. The value obtained for the max |F| is 0.0762 hartree/bohr. The HOMO-LUMO gap (spin up / spin down) is 0.2810 / 0.2810 Eh. The value obtained for the HOMO energy (spin up / spin down) is -0.30100 / -0.30101 Ha. The SMILES is [H]/N=C\N/C=C\C=C=C=N. As for the total energy: -396.94827 Ha. The LUMO energy (spin up / spin down) is -0.5 / -0.5 eV.

Record 12
The following is a quantum chemistry calculation of a single C6H7N3O molecule in a non-equilibrium geometry, from the OMol25 dataset.

```
17
Properties=species:S:1:pos:R:3:forces:R:3:mulliken_charge:R:1
O -0.582 -0.810 -2.114 -0.6 0.2 -2.4 -0.552
N 0.627 0.085 -0.281 -2.7 -0.2 -2.9 0.060
N -1.705 0.481 -0.678 -1.2 0.7 0.0 -0.584
N 1.462 -0.196 1.616 2.5 -0.8 1.6 -0.789
C -1.029 -0.556 1.411 0.0 -0.9 -1.8 -0.559
C 2.505 0.232 0.733 0.0 -0.4 2.5 -0.483
C 0.364 -0.334 0.960 1.2 1.2 -0.1 0.634
C -2.011 0.117 0.494 1.3 -0.2 -0.7 -0.135
C -0.404 0.267 -1.276 -0.2 2.2 0.8 0.180
C 1.896 0.511 -0.447 0.9 -0.1 -0.6 -0.124
H -1.283 -1.609 1.256 0.0 -0.3 0.4 0.241
H -0.094 1.235 -1.791 -0.6 -1.2 0.1 0.270
H -1.188 -0.305 2.410 0.0 0.3 1.7 0.434
H -3.043 0.152 0.811 -0.2 0.3 0.0 0.387
H 2.118 0.971 -1.413 0.5 -0.4 0.5 0.326
H 3.580 0.246 1.161 -2.2 0.3 -1.2 0.326
H -1.213 -0.485 -2.853 1.5 -0.9 1.9 0.367
```
Forces are in eV/Å.

Its spin multiplicity is 1. The value obtained for the max |F| is 0.0775 hartree/bohr. The HOMO-LUMO gap is 0.3538 Eh. The value obtained for the HOMO energy is -0.33032 Ha. The SMILES is O[C@H]1N=CCc2nccn21. As for the total energy: -472.30101 Ha. The LUMO energy is 0.6 eV.

Which value of max |F| does entry 9 give? 0.0929 hartree/bohr

What is the max |F| in the second record? 0.0827 hartree/bohr

Look up the max |F| of the sixth one. 0.1110 hartree/bohr